# C58H40BiCl2N6O6P2SSe2

A molecular structure, C58H40BiCl2N6O6P2SSe2 in a non-equilibrium geometry (ωB97M-V with the def2-TZVPD basis set, OMol25).

```
118
Properties=species:S:1:pos:R:3:mulliken_charge:R:1
Bi -1.501 0.662 0.741 2.511
C -4.090 -3.049 0.953 -0.579
C -5.338 -2.574 1.372 -1.244
C -5.510 -1.185 1.455 -0.945
C -4.449 -0.327 1.090 0.996
C -3.222 -0.821 0.684 0.822
C -3.063 -2.184 0.592 -1.005
C -4.710 1.149 1.108 0.842
C -6.032 1.628 1.092 -1.467
C -6.254 2.959 0.958 -1.184
C -5.175 3.872 0.879 1.642
C -5.398 5.272 0.747 -0.957
C -4.338 6.098 0.632 -0.455
C -2.997 5.558 0.650 -0.680
C -2.769 4.239 0.872 -0.174
C -3.883 3.317 0.924 -0.324
N -3.722 1.991 1.059 0.646
H -3.915 -4.120 0.928 0.420
H -6.100 -3.286 1.662 0.340
H -6.473 -0.848 1.793 0.385
H -2.156 -2.653 0.302 0.688
H -6.882 0.933 1.022 0.363
H -7.252 3.391 0.892 0.321
H -6.438 5.610 0.746 0.344
H -4.427 7.188 0.471 0.319
H -2.170 6.235 0.489 0.447
H -1.756 3.775 0.756 -0.286
O -1.131 -1.523 2.559 -0.337
C -1.833 -1.964 3.465 -0.701
C -2.778 -1.268 4.336 0.793
C -3.477 -2.046 5.241 -0.387
C -4.208 -1.453 6.259 -0.507
C -4.326 -0.055 6.294 -0.204
C -3.742 0.741 5.379 -0.523
C -2.930 0.194 4.273 0.278
O -2.360 0.936 3.460 -0.180
N -4.903 -2.289 7.174 0.942
O -4.974 -3.514 6.964 -0.659
O -5.410 -1.714 8.134 -0.668
H -1.657 -3.073 3.728 0.069
H -3.380 -3.117 5.207 0.497
H -4.905 0.362 7.137 0.403
H -3.933 1.822 5.399 0.422
Se 3.205 -5.155 -1.110 -0.485
P 3.174 -3.100 -1.722 0.497
C 4.883 -2.463 -1.517 0.872
C 5.781 -3.071 -0.649 -0.651
C 7.048 -2.545 -0.459 -0.558
C 7.462 -1.430 -1.167 -0.754
C 6.615 -0.930 -2.126 -0.407
C 5.342 -1.441 -2.316 -0.032
C 2.765 -2.879 -3.527 0.031
C 1.920 -1.890 -4.010 0.688
C 1.719 -1.752 -5.378 -0.785
C 2.393 -2.574 -6.261 -0.671
C 3.223 -3.595 -5.763 -0.506
C 3.421 -3.736 -4.421 -0.729
C 1.851 -2.139 -0.906 1.160
C 1.534 -1.029 -0.124 -1.430
N 0.168 -1.021 -0.069 0.804
N -0.324 -2.007 -0.766 -0.481
N 0.645 -2.714 -1.301 -1.097
P 2.536 0.218 0.728 0.795
Se 1.904 1.299 2.452 -0.387
C 3.963 -0.728 1.361 0.444
C 5.223 -0.113 1.483 -0.476
C 6.277 -0.729 2.156 -0.596
C 6.085 -2.028 2.671 -0.572
C 4.871 -2.673 2.495 -0.788
C 3.793 -2.012 1.878 -0.145
C 3.179 1.251 -0.635 0.675
C 3.081 0.800 -1.957 0.914
C 3.705 1.477 -2.976 -0.805
C 4.445 2.601 -2.653 -0.681
C 4.505 3.092 -1.376 -0.731
C 3.841 2.453 -0.341 -0.845
H 5.484 -3.978 -0.136 0.167
H 7.655 -2.946 0.318 0.436
H 8.457 -0.983 -1.031 0.376
H 6.945 -0.086 -2.727 0.366
H 4.708 -0.973 -3.119 0.146
H 1.336 -1.215 -3.378 -0.010
H 0.982 -1.066 -5.732 0.595
H 2.206 -2.539 -7.323 0.394
H 3.744 -4.332 -6.403 0.307
H 4.003 -4.545 -4.008 0.365
H 5.362 0.831 1.033 0.405
H 7.240 -0.187 2.242 0.367
H 6.828 -2.508 3.246 0.477
H 4.681 -3.673 2.849 0.458
H 2.848 -2.512 1.788 0.502
H 2.525 -0.086 -2.115 -0.713
H 3.506 1.164 -3.994 0.477
H 4.977 3.181 -3.423 0.320
H 5.096 4.000 -1.249 0.368
H 3.898 2.825 0.674 0.515
Cl 0.573 3.351 6.505 -0.230
C -0.734 2.786 5.419 0.629
Cl -1.956 4.040 5.151 -0.197
H -1.205 1.909 5.871 0.001
H -0.312 2.524 4.451 -0.292
S 0.418 3.666 -0.871 -0.456
C 0.224 2.060 -0.829 -0.297
O -4.354 0.598 -1.874 -0.770
C -3.223 0.808 -2.306 -0.774
N -2.013 0.942 -1.608 1.106
C -1.006 1.062 -2.514 -0.389
O 0.200 1.531 -2.226 -0.034
C -1.495 1.009 -3.880 0.642
C -0.891 1.154 -5.144 -0.494
C -1.711 1.131 -6.219 -0.586
C -3.119 0.988 -6.104 -0.646
C -3.686 0.808 -4.896 -0.564
C -2.867 0.834 -3.728 -0.254
H 0.169 1.272 -5.325 0.750
H -1.313 1.138 -7.224 0.373
H -3.709 0.992 -7.005 0.371
H -4.735 0.716 -4.732 0.496
```

As for the charge: -2. The maximum force is 2.41 eV/A. The orbital gap (spin up / spin down) comes out at 4.75 / 6.32 eV. The value obtained for the HOMO energy (spin up / spin down) is -0.0400 / -0.0977 Eh. As for the multiplicity: 2. The value obtained for the relative energy (zero: lowest compared OMol25 entry of this formula, charge and spin) is 0.0 kcal per mole.